1.
# C2H4N2O

An isolated molecule of C2H4N2O (ωB97M-V/def2-TZVPD, the OMol25 dataset).

The relative energy (zero: lowest compared OMol25 entry of this formula, charge and spin) is 16.0 kJ/mol. The HOMO-LUMO gap is 10.4 eV. The calculation puts the molar mass at 72.07 g/mol. For the electronic energy, the calculation gives -263.3572 hartree. As for the structure (SMILES): N/C=N/C=O. The net charge is 0. The calculation puts the largest force on an atom at 0.5 eV Å⁻¹.

Structure (XYZ):
```
9
Properties=species:S:1:pos:R:3:forces:R:3
H -0.104077 0.395879 2.149180 -0.2 0.1 0.1
O 2.003830 -1.399693 -1.527842 -0.4 0.2 0.0
C -0.412811 0.270985 0.188953 0.1 0.0 0.1
H 0.281119 -0.485505 -2.054279 0.1 0.0 0.1
H -1.111540 0.547483 -0.616084 0.2 -0.1 0.1
H -1.589738 1.171352 1.659924 0.1 -0.1 -0.2
N 0.681987 -0.385605 0.031785 -0.1 0.1 0.0
N -0.755235 0.663261 1.425692 0.1 0.0 0.0
C 1.006467 -0.778153 -1.257331 0.2 -0.2 -0.2
```
Positions in Å, forces in eV/Å.


2.
# C2H4N2O

An isolated molecule of C2H4N2O in a non-equilibrium geometry (ωB97M-V/def2-TZVPD, the OMol25 dataset).

The relative energy (zero: lowest compared OMol25 entry of this formula, charge and spin) is 114.1 kJ/mol. The HOMO-LUMO gap is 10.8 eV. The calculation puts the molar mass at 72.07 g/mol. For the electronic energy, the calculation gives -263.3198 hartree. As for the structure (SMILES): [H]/N=C/NC=O. The net charge is 0. The calculation puts the largest force on an atom at 3.0 eV Å⁻¹.

Structure (XYZ):
```
9
Properties=species:S:1:pos:R:3:forces:R:3
O -1.633251 -2.104401 0.651680 0.5 0.3 -0.1
H -0.420587 1.393499 -0.569728 0.2 0.0 0.0
H -1.963213 -0.249554 -0.081150 0.3 -0.2 0.1
H 2.074056 1.689852 -0.452045 -0.2 0.7 -0.3
N 0.059266 -0.547082 0.211342 0.2 0.2 -0.1
C 0.362439 0.708141 -0.237307 0.6 0.4 -0.1
H 1.138182 -0.704373 0.370380 -2.1 -2.0 0.6
N 1.629169 0.841084 -0.170581 0.1 0.7 -0.3
C -1.246061 -1.027166 0.277410 0.2 -0.2 0.1
```
Positions in Å, forces in eV/Å.


3.
# C2H4N2O

An isolated molecule of C2H4N2O in a non-equilibrium geometry (ωB97M-V/def2-TZVPD, the OMol25 dataset).

The relative energy (zero: lowest compared OMol25 entry of this formula, charge and spin) is 263.0 kJ/mol. The HOMO-LUMO gap is 9.5 eV. The calculation puts the molar mass at 72.07 g/mol. For the electronic energy, the calculation gives -263.2631 hartree. As for the structure (SMILES): C/N=N/C=O. The net charge is 0. The calculation puts the largest force on an atom at 3.4 eV Å⁻¹.

Structure (XYZ):
```
9
Properties=species:S:1:pos:R:3:forces:R:3
H 1.791012 0.286809 1.135974 -0.3 -0.1 0.1
H -2.233184 0.865268 -0.768922 -1.2 0.9 -1.5
C 1.631027 -0.096763 0.128550 0.6 3.2 -0.8
O -2.951238 -0.662029 0.397207 2.7 1.2 -1.6
N -0.617866 0.265780 0.164525 -1.5 -0.3 0.9
H 1.987651 0.736247 -0.596088 -0.6 -1.3 1.0
C -2.099985 -0.007424 -0.189959 0.5 -0.9 2.9
N 0.291061 -0.443756 -0.202421 -1.3 -1.4 -0.9
H 2.201521 -0.944130 -0.068868 1.2 -1.3 -0.1
```
Positions in Å, forces in eV/Å.


4.
# C2H4N2O

An isolated molecule of C2H4N2O in a non-equilibrium geometry (ωB97M-V/def2-TZVPD, the OMol25 dataset).

The relative energy (zero: lowest compared OMol25 entry of this formula, charge and spin) is 503.7 kJ/mol. The HOMO-LUMO gap is 10.0 eV. The calculation puts the molar mass at 72.07 g/mol. For the electronic energy, the calculation gives -263.1714 hartree. As for the structure (SMILES): Cn1cno1. The net charge is 0. The calculation puts the largest force on an atom at 4.0 eV Å⁻¹.

Structure (XYZ):
```
9
Properties=species:S:1:pos:R:3:forces:R:3
C -0.353563 1.100438 0.474173 -0.5 -3.5 -1.9
N 0.706571 -1.680210 -1.251136 0.0 0.6 -1.9
H 0.312104 1.836784 0.728566 1.3 2.1 0.4
C 0.319811 -1.292750 -0.090129 -0.7 1.8 2.1
O 0.583467 -0.164515 -1.691664 0.0 -1.7 1.9
N 0.267974 0.022627 -0.290747 0.9 -0.1 -0.1
H -1.197754 1.297189 -0.123079 -1.3 1.5 -0.2
H -0.656483 0.517933 1.320313 -0.4 0.2 0.9
H 0.017873 -1.637497 0.923701 0.6 -0.9 -1.2
```
Positions in Å, forces in eV/Å.


5.
# C2H4N2O

An isolated molecule of C2H4N2O in a non-equilibrium geometry (ωB97M-V/def2-TZVPD, the OMol25 dataset).

The relative energy (zero: lowest compared OMol25 entry of this formula, charge and spin) is 286.4 kJ/mol. The HOMO-LUMO gap is 10.3 eV. The calculation puts the molar mass at 72.07 g/mol. For the electronic energy, the calculation gives -263.2542 hartree. As for the structure (SMILES): C=NNC=O. The net charge is 0. The calculation puts the largest force on an atom at 7.4 eV Å⁻¹.

Structure (XYZ):
```
9
Properties=species:S:1:pos:R:3:forces:R:3
H 0.813158 -1.785569 -0.046181 0.9 2.4 -0.2
O -1.675954 -1.014186 -0.103742 1.3 2.6 0.4
N 1.006325 0.462221 -0.135182 2.5 -3.1 0.3
N -0.285670 0.845430 -0.213764 3.7 5.8 2.8
H 2.510828 -0.881551 0.144619 -0.5 0.2 -0.4
C -1.382277 0.194712 -0.020791 -4.9 -3.1 -0.6
H -0.308021 1.923737 0.404538 -0.2 -4.1 -3.0
H -2.112503 1.033647 0.034996 -0.8 -0.9 0.5
C 1.434115 -0.778442 -0.064489 -1.9 0.2 0.4
```
Positions in Å, forces in eV/Å.


6.
# C2H4N2O

A cluster of 2 separate species, C2H4N2O in total in a non-equilibrium geometry (ωB97M-V/def2-TZVPD, the OMol25 dataset).

The relative energy (zero: lowest compared OMol25 entry of this formula, charge and spin) is 339.1 kJ/mol. The HOMO-LUMO gap is 11.3 eV. The calculation puts the molar mass at 72.07 g/mol. For the electronic energy, the calculation gives -263.2341 hartree. As for the structure (SMILES): N#[N+][O-].C=C. The net charge is 0. The calculation puts the largest force on an atom at 4.4 eV Å⁻¹.

Structure (XYZ):
```
9
Properties=species:S:1:pos:R:3:forces:R:3
H 0.207988 2.114528 -0.835175 1.5 3.5 -0.3
H -1.094290 1.324844 0.009229 -2.7 -0.1 1.7
O -0.758519 -1.470918 2.529003 -3.3 -0.5 2.9
H 1.170785 0.130499 -1.793007 -2.0 0.2 1.3
C 0.214523 0.195722 -1.135440 -0.1 -2.0 -1.1
C -0.298798 1.280666 -0.607646 1.9 -1.7 -1.5
N 0.088733 -1.502789 1.766619 0.7 0.8 -0.6
N 0.883919 -1.365061 1.027417 2.8 -0.5 -2.0
H -0.414340 -0.707491 -0.961001 1.1 0.3 -0.5
```
Positions in Å, forces in eV/Å.


7.
# C2H4N2O2

A cluster of 2 separate species, C2H4N2O2 in total in a non-equilibrium geometry (ωB97M-V/def2-TZVPD, the OMol25 dataset).

The relative energy (zero: lowest compared OMol25 entry of this formula, charge and spin) is 254.8 kJ/mol. The HOMO-LUMO gap is 6.0 eV. The calculation puts the molar mass at 88.07 g/mol. For the electronic energy, the calculation gives -338.3065 hartree. The net charge is -2. The calculation puts the largest force on an atom at 3.8 eV Å⁻¹.

Structure (XYZ):
```
10
Properties=species:S:1:pos:R:3:forces:R:3
N 0.943720 0.744991 2.378205 0.0 1.8 -3.3
C 0.855747 0.887850 -0.188990 -0.6 1.3 2.8
H -1.004682 -1.935572 -0.553344 0.5 -0.1 0.5
C -1.165318 -0.970005 -1.129607 1.7 -2.2 0.7
N 1.011056 0.847260 1.074391 0.3 -0.7 1.5
H -1.849113 -0.496150 -0.497366 -1.9 1.6 1.3
H 1.741892 0.647470 -0.747522 0.9 -0.4 -0.3
O 1.235245 1.912024 2.984618 0.0 -1.1 -0.2
H -0.238762 -0.382448 -0.975099 0.0 -0.2 -0.3
O -1.529787 -1.255419 -2.345286 -0.9 0.0 -2.9
```
Positions in Å, forces in eV/Å.


8.
# C2H4N2O2

An isolated molecule of C2H4N2O2 in a non-equilibrium geometry (ωB97M-V/def2-TZVPD, the OMol25 dataset).

The relative energy (zero: lowest compared OMol25 entry of this formula, charge and spin) is 121.9 kJ/mol. The HOMO-LUMO gap is 10.9 eV. The calculation puts the molar mass at 88.07 g/mol. For the electronic energy, the calculation gives -338.6068 hartree. As for the structure (SMILES): NC(=O)NC=O. The net charge is 0. The calculation puts the largest force on an atom at 1.2 eV Å⁻¹.

Structure (XYZ):
```
10
Properties=species:S:1:pos:R:3:forces:R:3
O -1.309247 -1.105896 -0.255767 -1.1 -0.1 -0.4
H 2.350414 -0.742047 -0.173652 -0.1 -0.4 -0.1
C -1.491189 0.097357 -0.214761 -0.2 -0.5 -0.1
O 0.658663 -0.621680 1.715997 0.0 0.7 -0.4
H 1.233817 -0.126517 -1.326608 0.1 0.1 0.0
N -0.437300 0.856284 0.165101 0.0 -0.7 0.1
H -2.450660 0.561287 -0.487842 0.2 0.2 0.1
H -0.533188 1.843122 0.416565 0.4 -0.8 0.2
C 0.584961 -0.196106 0.597576 0.4 0.8 0.5
N 1.393727 -0.565800 -0.436606 0.2 0.5 0.2
```
Positions in Å, forces in eV/Å.